[1]
The following is a quantum chemistry calculation of a 7-piece molecular cluster, C50H51BrCl2O27PS overall in a non-equilibrium geometry, from the Open Molecules 2025 dataset.

Last column: Mulliken charge in e.
CARTESIAN COORDINATES (ANGSTROEM)
Br  0.430  3.372  1.397  -0.330
Cl  -2.332  7.970  -0.075  -0.253
Cl  -4.935  2.550  3.625  -0.273
S  -0.478  4.859  4.082  -0.189
P  -1.509  4.667  2.081  1.060
O  0.291  -8.881  -8.348  -0.575
O  -0.841  8.498  1.847  -0.474
O  -6.607  -3.381  10.404  -0.623
O  -3.417  3.746  11.144  -0.671
O  6.923  -2.832  -7.871  -0.593
O  -8.329  0.458  8.338  -0.570
O  -0.857  -5.403  -5.420  -0.585
O  3.356  2.262  -3.751  -0.569
O  -6.711  1.887  9.936  -0.591
O  4.389  -3.691  -7.620  -0.613
O  8.134  2.908  2.010  -0.650
O  -3.845  1.876  1.419  -0.437
O  1.731  -15.920  -7.591  -0.570
O  5.335  5.804  4.413  -0.603
O  -5.906  3.921  7.170  -0.633
O  3.358  5.052  2.754  -0.458
O  -5.051  -1.949  12.059  -0.575
O  2.821  -8.015  -8.594  -0.590
O  1.656  -4.489  -5.735  -0.578
O  0.590  -11.377  -7.322  -0.507
O  -1.586  -11.697  -8.839  -0.570
O  3.240  -0.223  -4.698  -0.464
O  6.175  2.223  0.300  -0.535
O  -3.571  4.080  5.870  -0.217
O  -1.077  3.992  9.843  -0.591
O  -0.410  -16.224  -9.183  -0.622
O  5.787  0.696  -5.008  -0.581
C  6.074  -2.147  -7.094  0.302
C  -2.224  3.022  2.825  -1.007
C  -1.703  3.817  -2.099  -1.597
C  1.967  -7.332  -7.820  0.425
C  1.372  -5.509  -6.335  0.965
C  0.577  -7.877  -7.721  0.992
C  5.910  3.089  1.291  0.308
C  -1.141  7.552  1.229  0.091
C  -2.220  3.967  9.139  0.447
C  -1.087  -13.972  -9.065  -0.917
C  0.968  -14.856  -7.871  0.390
C  -3.013  5.714  2.639  -0.755
C  6.444  -1.039  -6.446  -1.063
C  -6.666  -2.171  10.282  0.931
C  0.886  3.727  -2.414  -0.604
C  1.245  -13.640  -7.390  -1.005
C  4.446  4.558  2.552  0.809
C  2.761  1.923  -2.503  -1.036
C  3.736  -1.988  -6.138  -0.773
C  5.593  4.923  3.443  0.293
C  -5.817  -1.311  11.166  0.424
C  -7.546  -0.178  9.212  0.406
C  4.638  2.874  -3.598  -0.537
C  -3.548  2.453  2.376  0.284
C  -0.012  -6.068  -6.213  0.357
C  7.049  3.432  2.198  0.934
C  6.809  4.390  3.273  -1.027
C  -6.677  0.679  10.079  0.897
C  -3.501  4.022  7.079  0.803
C  -0.215  -15.100  -8.756  0.977
C  -4.765  3.921  7.870  0.450
C  -3.485  3.839  9.929  0.957
C  -0.426  2.945  -2.097  -0.545
C  4.695  3.617  1.462  -0.756
C  -4.751  3.834  9.205  -1.060
C  -5.825  0.022  11.065  -1.003
C  2.153  3.134  -1.748  0.319
C  -0.481  6.222  1.525  -0.761
C  5.490  -0.319  -5.605  0.774
C  -1.745  4.916  -0.953  -0.619
C  -2.230  4.278  0.363  -1.244
C  0.384  -12.506  -7.717  0.928
C  -0.813  -12.754  -8.580  0.388
C  -2.232  4.051  7.805  -0.995
C  -2.829  6.630  3.891  -1.403
C  4.098  -0.875  -5.481  0.280
C  4.683  -2.687  -6.991  1.078
C  -7.535  -1.513  9.313  -0.928
C  2.330  -6.222  -7.171  -0.941
C  -0.377  -7.177  -6.866  -1.001
H  -2.287  3.157  3.915  0.392
H  7.645  4.643  3.910  0.422
H  1.318  -16.670  -8.060  0.352
H  0.842  4.634  3.850  0.070
H  7.118  1.993  0.398  0.331
H  3.709  0.563  -4.331  0.369
H  3.330  -5.815  -7.234  0.433
H  2.741  -2.402  -6.063  0.504
H  -5.653  3.759  9.786  0.429
H  -1.345  3.915  10.778  0.333
H  -0.352  -4.644  -5.071  0.349
H  -1.167  -10.939  -8.379  0.298
H  4.549  3.931  -3.911  0.265
H  -1.478  2.215  2.712  0.588
H  -3.847  5.059  2.978  0.297
H  -8.156  -2.143  8.692  0.416
H  6.408  -3.584  -8.222  0.344
H  -3.480  6.244  1.789  0.573
H  -1.326  4.142  7.219  0.504
H  0.235  5.892  0.751  0.637
H  4.388  6.030  4.318  0.360
H  3.861  3.375  0.815  0.613
H  7.447  -0.639  -6.514  0.440
H  -3.719  7.306  3.884  0.431
H  -5.228  -2.900  11.925  0.348
H  -1.694  4.396  -3.050  0.477
H  2.912  3.946  -1.729  0.340
H  -5.214  0.654  11.696  0.486
H  1.049  3.675  -3.510  0.280
H  2.311  -8.769  -8.946  0.327
H  -1.947  -14.164  -9.691  0.425
H  -3.325  4.426  0.446  0.525
H  5.378  2.387  -4.257  0.312
H  0.838  4.799  -2.164  0.493
H  -2.041  3.196  0.232  0.638
H  1.971  1.157  -2.595  0.436
H  2.018  2.826  -0.699  -0.326
H  0.230  6.452  2.333  0.480
H  -5.638  3.989  6.230  0.317
H  -8.147  1.411  8.462  0.355
H  3.530  1.479  -1.830  0.402
H  -1.966  7.305  3.862  0.326
H  -2.932  6.087  4.841  0.099
H  2.097  -13.451  -6.751  0.427
H  -2.532  5.590  -1.339  0.285
H  -0.791  5.443  -1.055  0.349
H  -0.545  2.223  -2.935  0.430
H  -0.322  2.308  -1.200  0.423
H  5.016  2.836  -2.560  0.204
H  -1.373  -7.590  -6.789  0.426
H  -2.633  3.221  -2.113  0.366

LUMO	-0.68	eV
HOMO-LUMO gap	0.17276	hartree
E_HOMO	-0.19776	Eh
electronic energy	-223168.76277	eV
net charge	-1

***

[2]
The following is a quantum chemistry calculation of C50H52BrGeN8O2RbS2 as an isolated structure in a non-equilibrium geometry, from the Open Molecules 2025 dataset.

Last column: Mulliken charge in e.
CARTESIAN COORDINATES (ANGSTROEM)
Rb  -0.523  -0.691  0.494  1.649
Br  -0.861  -7.563  0.776  -0.237
Ge  0.679  -0.755  -2.536  0.025
S  -1.563  -2.014  -3.675  -0.427
S  4.531  -1.142  2.592  -0.525
O  -2.618  -1.041  -1.102  -0.274
O  1.059  -2.798  0.126  -0.632
N  -3.267  -2.054  -1.592  0.107
N  -1.703  -3.619  1.508  0.385
N  -0.450  3.408  2.546  -0.282
N  -3.394  1.922  -0.708  -0.174
N  1.141  4.847  0.186  -0.309
N  2.404  0.004  1.669  1.251
N  -2.288  1.608  2.063  0.151
N  -0.378  3.788  -1.987  0.342
C  1.294  1.688  -3.999  0.240
C  2.483  -2.037  4.701  -0.865
C  -0.495  5.179  -1.582  -0.286
C  1.831  2.536  3.829  -0.875
C  4.523  1.936  -0.648  -0.947
C  3.376  1.518  -0.007  -0.556
C  -1.776  -5.972  1.234  -0.400
C  -1.102  -4.761  1.201  -0.186
C  3.473  0.519  0.961  -1.510
C  4.240  -3.045  -2.366  -0.511
C  4.039  -4.085  -3.260  -0.515
C  0.526  -1.590  3.231  0.663
C  0.798  0.395  -4.137  0.335
C  0.714  4.004  2.340  0.472
C  -1.767  1.544  3.212  0.474
C  0.316  -2.736  5.415  -0.696
C  -0.367  6.189  1.654  -1.719
C  -3.110  -6.015  1.596  -0.192
C  -3.537  1.008  1.670  -0.107
C  -3.729  -4.819  1.915  -0.881
C  -4.371  -2.479  -0.937  -0.137
C  -3.545  -3.814  -3.137  -0.815
C  5.767  1.378  -0.331  -0.649
C  2.032  -2.164  -2.860  0.181
C  4.726  -0.003  1.303  1.360
C  1.845  -3.222  -3.748  -0.139
C  1.898  3.599  2.945  -0.385
C  -2.984  -3.652  1.852  -0.062
C  1.423  2.534  -5.091  -0.562
C  -1.640  3.056  -2.049  -0.803
C  0.808  5.683  -0.960  -1.059
C  -0.221  -2.236  4.236  -1.115
C  0.586  5.074  1.302  0.446
C  1.902  -1.524  3.534  1.307
C  0.440  -0.031  -5.416  -0.418
C  -5.087  -3.573  -1.338  -0.836
C  5.883  0.414  0.652  -0.694
C  2.789  -0.842  2.568  -0.734
C  1.070  2.092  -6.355  -0.544
C  -4.648  -4.270  -2.466  -0.419
C  -2.138  2.655  -0.663  0.646
C  -2.302  0.820  4.416  -1.580
C  2.839  -4.168  -3.952  -0.661
C  -4.145  1.846  0.532  -1.392
C  0.624  1.872  4.015  -0.248
C  3.246  -2.094  -2.174  -0.433
C  -2.835  -2.661  -2.739  0.238
C  -0.483  2.316  3.310  0.806
C  1.685  -2.640  5.654  -0.899
C  0.579  0.802  -6.514  -0.737
H  -0.063  -4.695  0.905  0.475
H  -1.387  5.865  1.456  0.239
H  4.458  2.703  -1.408  0.466
H  1.576  2.052  -3.020  0.049
H  -1.492  2.161  -2.661  -0.083
H  -4.262  0.892  2.489  0.496
H  2.671  -4.981  -4.648  0.384
H  -1.333  2.094  -0.167  -0.165
H  0.239  3.315  -1.334  -0.344
H  3.550  -1.948  4.882  0.369
H  0.574  0.981  4.623  0.228
H  0.901  -3.322  -4.272  0.291
H  6.847  -0.003  0.910  0.427
H  6.652  1.713  -0.855  0.390
H  1.169  2.748  -7.211  0.343
H  -5.169  -5.154  -2.810  0.352
H  -3.435  -2.698  2.097  0.189
H  -0.724  5.794  -2.461  0.383
H  1.549  0.127  -1.541  -0.526
H  2.414  1.958  -0.232  1.169
H  -5.957  -3.874  -0.773  0.429
H  0.042  -1.027  -5.567  0.260
H  2.831  4.091  2.710  0.493
H  -2.887  1.507  5.030  0.251
H  -3.177  -4.317  -4.019  0.466
H  3.428  -1.273  -1.487  0.576
H  0.684  6.740  -0.703  0.365
H  2.119  -3.032  6.566  0.361
H  -1.294  -2.365  4.095  0.312
H  1.789  3.543  -4.947  0.402
H  -4.293  2.867  0.902  0.380
H  -4.612  -1.876  -0.076  0.411
H  -1.306  5.347  -0.856  0.264
H  1.953  -2.766  -0.235  0.081
H  -2.936  -0.016  4.126  0.308
H  -1.491  0.428  5.026  0.432
H  -5.136  1.442  0.302  0.474
H  1.619  5.604  -1.687  0.426
H  2.724  2.181  4.328  0.361
H  1.089  -2.334  0.981  0.095
H  4.810  -4.830  -3.414  0.357
H  -0.172  7.096  1.088  0.423
H  -3.242  0.986  -1.077  0.159
H  -3.645  -6.953  1.621  0.432
H  -0.302  6.411  2.719  0.481
H  0.296  0.448  -7.498  0.395
H  5.171  -2.967  -1.818  0.441
H  -4.771  -4.791  2.198  0.499
H  -2.388  3.666  -2.561  0.419
H  -0.324  -3.213  6.151  0.392
H  -3.323  0.012  1.262  -0.001
H  -2.276  3.540  -0.035  0.071

LUMO (alpha / beta)	1.83 / 1.83	eV
HOMO-LUMO gap (alpha / beta)	0.19430 / 0.23444	hartree
E_HOMO (alpha / beta)	-0.12716 / -0.16733	Eh
multiplicity	2
expectation value of S²	0.754
electronic energy	-217592.54359	eV
net charge	-1